1.
Below is C13H33N4O3PSi2 as an isolated structure in a non-equilibrium geometry, with properties calculated with ωB97M-V with the def2-TZVPD basis set.

Geometry as XYZ:
```
56
Properties=species:S:1:pos:R:3:forces:R:3
C -1.088 2.087 1.088 0.6 -0.1 -0.1
C -0.730 1.963 -0.452 -0.1 0.5 1.6
O -1.229 0.712 -0.959 0.2 1.1 -1.0
C -1.360 0.752 -2.396 -1.1 -0.4 -0.1
C -2.889 0.351 -2.674 0.4 -0.5 0.5
C -3.690 0.948 -1.475 0.4 2.0 -2.7
C -4.033 2.351 -1.507 -0.1 -4.4 2.2
N -4.697 2.523 -0.255 1.0 -0.1 -1.5
P -5.324 4.093 0.317 -1.0 1.6 2.9
N -6.026 4.973 -1.003 1.3 -1.7 -0.1
O -3.944 4.994 0.710 -1.4 -0.8 -1.8
C -4.754 1.353 0.452 0.7 -0.5 -1.0
N -4.128 0.355 -0.295 -0.7 4.2 -0.6
O -3.928 -0.938 0.044 0.1 0.2 0.8
H -0.427 1.411 1.701 -0.9 0.5 -0.6
H -0.900 3.131 1.467 -0.1 -0.9 -0.6
H -2.175 1.873 1.292 1.0 0.1 -0.3
H 0.383 1.975 -0.583 -0.9 0.3 0.0
H -1.228 2.856 -0.942 0.6 -1.1 0.1
H -0.646 0.041 -2.902 -0.7 0.8 0.6
H -1.252 1.800 -2.800 0.3 -1.0 0.5
H -3.009 -0.761 -2.777 0.1 1.0 0.4
H -3.241 0.793 -3.649 0.2 -0.3 1.1
H -3.829 3.103 -2.303 -0.4 -0.7 1.1
H -7.040 5.042 -0.875 0.5 -0.2 0.0
H -5.808 4.529 -1.906 -0.3 0.7 0.2
H -3.960 5.798 0.146 0.3 -0.4 0.3
H -5.183 1.191 1.463 0.3 0.3 -1.0
H -3.429 -0.895 0.893 0.0 -0.3 -0.7
C 6.218 -3.416 1.566 0.3 0.4 0.0
Si 4.786 -2.271 1.112 -1.5 -1.8 -0.2
C 5.301 -1.318 -0.431 0.5 0.4 0.1
C 4.583 -1.042 2.529 0.5 0.4 0.1
N 3.400 -3.239 0.867 -0.3 1.4 -0.2
Si 1.894 -2.580 0.441 2.1 -1.5 0.6
C 1.924 -1.677 -1.217 -0.6 0.3 -0.2
C 1.207 -1.399 1.746 -0.7 0.3 -0.2
C 0.659 -4.005 0.279 -0.4 0.4 -0.1
H 7.132 -2.834 1.736 0.1 -0.1 0.0
H 5.995 -3.972 2.479 0.0 0.0 0.0
H 6.414 -4.128 0.762 -0.1 0.0 0.0
H 6.310 -0.907 -0.307 0.0 0.1 -0.1
H 4.632 -0.477 -0.629 0.0 0.0 0.0
H 5.310 -1.971 -1.307 -0.1 0.0 0.1
H 4.164 -1.529 3.412 0.0 0.0 -0.1
H 3.937 -0.207 2.248 0.0 0.0 0.0
H 5.556 -0.619 2.808 0.0 0.1 0.1
H 2.437 -0.715 -1.142 0.1 0.0 0.0
H 0.900 -1.475 -1.561 0.0 0.0 -0.1
H 2.422 -2.280 -1.979 0.0 0.0 0.1
H 1.279 -1.837 2.743 0.1 0.0 -0.1
H 0.147 -1.183 1.547 -0.1 0.1 0.1
H 1.738 -0.443 1.744 0.1 0.0 0.0
H 0.569 -4.547 1.222 0.1 0.0 0.0
H 0.984 -4.705 -0.495 0.0 0.0 0.1
H -0.335 -3.626 0.006 -0.1 -0.1 0.0
```
Forces are in eV/Å.

The HOMO energy comes out at -4.94 eV. The net charge is 0. Its energy is -1880.1052 Eh. The calculation puts the frontier orbital gap at 0.116 hartree. The LUMO energy is -0.0660 hartree.

2.
Below is C13H33N4O8S2 as an isolated structure in a non-equilibrium geometry, with properties calculated with ωB97M-V with the def2-TZVPD basis set.

Geometry as XYZ:
```
60
Properties=species:S:1:pos:R:3:forces:R:3
N 0.464 -0.487 0.398 0.3 -3.5 2.2
O 1.065 0.492 0.104 2.3 0.6 -2.3
O 0.675 -1.627 -0.043 3.5 2.0 0.7
O -0.261 -0.442 1.350 -3.0 -0.3 2.7
C -1.566 -0.626 -1.647 -1.5 -0.2 -2.1
C -1.100 -1.727 -2.575 -0.1 -2.8 -1.2
O -1.655 -1.935 -3.723 2.1 0.6 3.7
N -0.177 -2.538 -1.906 -2.9 -2.0 -5.0
C 0.391 -3.770 -2.502 0.6 0.9 -0.5
H -0.859 0.180 -1.451 -0.3 -1.3 0.5
H -2.201 -1.021 -0.854 0.8 -0.1 0.5
H -2.324 -0.211 -2.312 -0.2 0.6 0.2
H 0.326 -2.078 -1.160 0.0 -0.1 -0.8
H 0.507 -4.691 -1.930 -0.6 0.4 1.1
H 1.424 -3.501 -2.721 0.2 -0.3 -0.6
H -0.132 -4.120 -3.393 0.0 0.7 -0.1
C -3.222 2.685 -3.167 -0.1 -1.0 -1.3
C -1.943 2.919 -2.408 -1.4 2.2 0.1
O -1.754 4.008 -1.923 0.0 1.8 1.0
N -1.048 1.987 -2.342 2.3 -3.3 -0.7
C 0.273 1.991 -1.639 -1.0 2.1 -1.7
H -3.019 2.008 -3.997 0.3 0.2 -0.6
H -3.578 3.643 -3.546 0.0 -0.2 0.1
H -4.044 2.103 -2.751 0.1 0.4 1.1
H -1.230 1.211 -2.963 0.3 0.1 0.2
H 0.978 2.415 -2.355 0.3 0.2 0.2
H 0.685 1.069 -1.231 -1.0 0.4 -1.9
H 0.182 2.615 -0.750 0.0 0.3 -0.4
C -2.261 1.712 0.503 -0.8 0.8 -0.9
C -1.374 2.539 1.377 1.3 1.7 0.3
O -1.682 3.642 1.817 -1.0 0.0 0.5
N -0.126 2.098 1.491 1.3 0.5 -0.4
C 0.984 2.615 2.347 -2.0 -0.8 0.5
H -3.078 1.256 1.061 0.3 -0.4 -0.1
H -1.772 1.096 -0.252 -0.1 -0.3 1.2
H -2.712 2.455 -0.155 -0.4 0.2 0.3
H 0.060 1.232 1.005 -0.2 1.6 1.1
H 1.957 2.141 2.224 -0.5 -0.2 -0.6
H 0.558 2.226 3.272 0.9 0.8 1.0
H 1.180 3.687 2.377 -0.7 0.0 -0.2
C 5.110 2.043 1.753 -0.2 -0.1 0.3
S 4.540 1.149 0.260 1.5 -1.7 0.4
O 5.661 0.110 -0.055 -2.0 1.9 0.6
C 3.211 0.106 0.987 1.9 -1.5 0.5
H 4.284 2.535 2.267 -0.2 0.0 -0.2
H 5.839 2.814 1.507 0.0 -0.2 -0.3
H 5.550 1.345 2.465 0.1 -0.2 -0.2
H 2.970 -0.545 0.147 -0.3 0.4 -0.1
H 2.347 0.479 1.535 0.9 0.4 -0.4
H 3.709 -0.633 1.616 0.6 0.3 0.5
C -0.493 -3.430 1.161 -0.7 0.0 1.5
S -2.170 -3.682 1.998 1.1 -0.3 -1.0
O -2.691 -5.072 1.740 0.4 0.6 0.3
C -1.614 -3.669 3.763 0.5 0.2 -1.3
H -0.175 -2.462 1.550 -0.3 -0.6 0.6
H -0.443 -3.204 0.096 -1.3 -1.0 0.4
H 0.262 -4.170 1.426 -0.3 -0.4 0.2
H -0.852 -4.442 3.863 -0.6 -0.6 0.3
H -2.571 -3.762 4.275 0.5 -0.3 0.4
H -1.064 -2.762 4.014 -0.5 0.4 -0.1
```
Forces are in eV/Å.

The HOMO energy comes out at -6.21 eV. The net charge is -1. Its energy is -2132.1555 Eh. The calculation puts the frontier orbital gap at 0.320 hartree. The LUMO energy is 0.0920 hartree.

3.
Below is a 4-piece molecular cluster, C13H33NO3S2 overall in a non-equilibrium geometry, with properties calculated with ωB97M-V with the def2-TZVPD basis set.

Geometry as XYZ:
```
52
Properties=species:S:1:pos:R:3:forces:R:3
C 17.867 52.825 9.971 -1.7 0.2 0.7
C 17.066 51.742 10.956 -1.5 2.1 -6.1
C 16.109 52.563 11.733 4.8 6.0 -0.5
C 15.443 51.764 12.625 -4.0 -2.0 0.3
N 14.318 52.353 13.435 -0.1 0.6 0.3
C 13.159 52.795 12.533 -2.0 -2.5 1.5
C 12.838 54.235 12.726 -1.5 -2.2 4.3
C 13.337 54.380 14.298 -0.7 4.4 -3.0
C 14.544 53.559 14.207 6.6 3.2 2.6
C 13.882 51.376 14.414 -6.4 -0.7 -0.1
H 18.383 53.690 10.440 -0.4 -0.8 0.7
H 17.212 53.372 9.257 0.0 -0.9 0.3
H 18.626 52.342 9.427 0.8 -0.8 -0.9
H 17.846 51.291 11.443 1.4 -1.5 1.8
H 16.417 50.972 10.282 1.9 1.6 1.4
H 15.499 53.218 11.172 -1.0 0.2 -1.4
H 16.816 53.429 12.149 -1.3 -1.7 0.2
H 16.176 51.145 13.006 0.9 -1.2 2.7
H 14.964 51.084 11.908 -0.8 -0.4 0.7
H 12.271 52.070 12.941 2.2 1.7 -1.9
H 13.436 52.726 11.521 0.2 -1.3 -1.2
H 11.731 54.088 12.555 1.0 1.9 0.1
H 13.486 54.813 12.168 0.5 1.6 -1.6
H 12.526 54.116 14.912 -0.6 -0.8 1.0
H 13.615 55.553 14.508 -0.6 -3.0 -0.4
H 15.160 53.506 15.282 -2.0 -1.0 -2.5
H 15.433 54.193 13.704 -2.2 -1.2 0.4
H 14.722 51.105 14.873 3.1 -2.0 1.9
H 13.182 50.648 13.900 1.5 -0.3 0.1
H 13.109 51.710 15.233 1.6 0.5 -1.7
O 11.716 49.531 12.217 3.2 6.3 -3.2
H 11.368 48.862 12.637 -2.8 -5.6 3.6
C 9.464 52.140 12.824 -0.1 -4.5 -1.5
S 10.053 51.552 14.362 -0.3 -0.3 0.5
O 10.837 52.658 15.017 -0.1 0.0 -0.2
C 8.477 51.461 15.131 -0.7 1.5 2.8
H 8.719 51.465 12.258 1.1 0.8 1.2
H 10.357 52.047 12.283 1.3 -0.4 -1.4
H 9.201 53.090 12.721 -1.5 4.3 0.5
H 7.865 52.457 15.118 1.6 -1.4 0.8
H 8.635 50.898 16.140 -0.7 1.5 -1.6
H 7.841 50.911 14.521 -0.8 -1.7 -1.2
C 8.558 47.318 10.217 -3.8 -0.3 -0.4
S 8.724 48.831 11.226 -1.3 0.5 -1.5
O 7.471 49.668 10.913 1.5 -1.1 0.8
C 8.462 47.908 12.737 -0.4 0.1 2.0
H 9.063 46.533 10.626 1.9 -1.9 1.9
H 8.868 47.181 9.186 -0.2 1.4 -0.4
H 7.442 46.921 10.353 2.0 1.3 -0.6
H 9.421 47.471 13.046 -0.1 -0.5 -0.8
H 7.602 47.123 12.696 1.4 1.7 0.2
H 8.449 48.670 13.598 -1.0 -0.9 -1.3
```
Forces are in eV/Å.

As for the relative energy (zero: lowest compared OMol25 entry of this formula, charge and spin): 17.9 kJ/mol. The HOMO energy comes out at -6.16 eV. The net charge is 0. Its energy is -1591.5461 Eh. The calculation puts the frontier orbital gap at 0.239 hartree. The LUMO energy is 0.0123 hartree.

4.
Below is C13H34Cl2MnO14P3 as an isolated structure in a non-equilibrium geometry, with properties calculated with ωB97M-V with the def2-TZVPD basis set.

Geometry as XYZ:
```
67
Properties=species:S:1:pos:R:3:forces:R:3
Mn -0.288 -0.145 -1.166 0.4 -0.1 1.0
C -1.596 -0.688 2.621 -0.1 0.2 -0.9
C -0.976 -0.607 1.239 0.4 -0.5 -1.5
O -1.665 -1.034 0.255 -0.9 -0.1 0.2
O 0.162 -0.154 0.922 0.4 0.6 1.7
H -2.397 -1.411 2.481 0.0 -0.1 0.5
H -2.067 0.278 2.814 0.1 0.0 0.1
H -0.918 -0.929 3.433 0.1 0.0 -0.1
Cl -3.851 -3.714 6.220 0.3 -0.1 -0.4
C -3.489 -4.048 4.491 -0.9 -0.2 -0.1
C -2.900 -5.420 4.291 1.6 0.5 -0.3
Cl -2.649 -5.604 2.495 -0.6 -0.3 0.3
H -2.860 -3.263 4.084 0.2 0.0 0.2
H -4.437 -4.032 3.954 -0.1 0.2 0.1
H -3.440 -6.228 4.770 -0.3 -0.1 -0.5
H -1.857 -5.444 4.601 -0.2 -0.1 0.6
C -0.549 3.470 1.610 0.6 -0.1 -0.2
O -1.063 3.898 0.316 -0.1 -0.5 0.2
P -2.035 2.922 -0.444 -0.4 0.8 -0.1
O -1.394 1.662 -0.896 -0.8 0.8 -0.5
O -3.197 2.718 0.613 0.2 0.4 -0.3
C -4.435 2.134 0.244 -1.1 -1.6 -0.2
O -2.668 3.837 -1.579 1.2 -1.5 -0.5
C -3.198 5.135 -1.376 -1.1 0.4 1.2
H -0.334 4.388 2.146 -0.2 -0.1 0.2
H 0.383 2.918 1.486 0.0 0.1 -0.3
H -1.232 2.798 2.123 -0.3 0.3 0.1
H -4.641 2.008 -0.823 0.6 0.5 -0.2
H -5.306 2.652 0.640 0.4 0.4 0.3
H -4.455 1.109 0.624 0.0 0.1 0.2
H -2.748 5.572 -0.483 0.1 0.2 -0.2
H -4.272 5.036 -1.187 0.1 0.0 0.1
H -3.122 5.796 -2.236 0.6 -0.4 -0.2
C 1.405 -3.310 -4.242 -0.1 -0.5 -0.8
O 1.086 -3.942 -3.003 0.3 0.5 1.1
P 1.478 -3.272 -1.612 -0.1 -1.7 -0.6
O 0.905 -1.916 -1.437 0.2 0.0 -0.2
O 0.940 -4.390 -0.592 1.1 1.9 -0.3
C -0.424 -4.261 -0.194 -1.8 -0.9 0.1
O 3.088 -3.353 -1.559 -1.8 0.5 -0.3
C 3.688 -2.457 -0.622 1.0 -1.0 2.0
H 2.231 -2.609 -4.138 0.0 0.0 -0.1
H 0.530 -2.853 -4.708 0.0 0.3 0.5
H 1.656 -4.127 -4.921 0.4 0.2 0.1
H -0.868 -5.245 -0.362 0.0 0.1 -0.2
H -0.989 -3.510 -0.746 0.3 0.0 -0.2
H -0.659 -4.062 0.854 1.1 0.2 0.1
H 2.998 -2.225 0.194 -0.2 0.9 -0.5
H 4.254 -1.638 -1.060 -0.6 0.2 -0.3
H 4.416 -3.030 -0.031 0.2 -0.2 -0.6
C 3.441 1.555 1.139 -0.1 -1.5 0.7
O 2.679 2.452 0.327 0.6 0.5 -0.4
P 2.428 2.135 -1.187 -0.5 -0.5 -0.9
O 1.413 1.064 -1.360 0.4 0.6 -0.7
O 1.972 3.511 -1.867 1.1 -1.5 0.8
C 2.705 4.732 -1.535 -0.9 -0.2 1.2
O 3.838 1.681 -1.807 -0.9 0.7 0.8
C 3.921 1.245 -3.170 0.8 -0.3 -0.5
H 2.821 0.729 1.503 -0.4 0.2 -0.3
H 3.796 2.024 2.052 0.1 0.6 -0.4
H 4.243 1.075 0.581 0.2 0.4 0.0
H 3.203 5.121 -2.415 -0.3 0.2 0.0
H 3.405 4.621 -0.704 0.3 -0.5 -0.4
H 1.897 5.289 -1.056 0.3 0.9 -0.8
H 2.966 1.180 -3.685 -0.1 0.1 0.2
H 4.425 0.279 -3.206 -0.3 -0.2 0.3
H 4.606 1.896 -3.712 -0.3 0.4 0.1
```
Forces are in eV/Å.

As for the multiplicity: 6. As for the relative energy (zero: lowest compared OMol25 entry of this formula, charge and spin): 119.8 kJ/mol. The HOMO energy (alpha / beta) comes out at -11.50 / -12.20 eV. The net charge is +1. Its energy is -4664.7107 Eh. The calculation puts the frontier orbital gap (alpha / beta) at 0.346 / 0.361 hartree. The LUMO energy (alpha / beta) is -0.0763 / -0.0873 hartree.

> Which of these has the highest energy?

C13H33NO3S2